C45H40N4NiO2P2Si | ωB97M-V/def2-TZVPD

As for the expectation value of S²: 2.013. As for the spin multiplicity: 3. The HOMO-LUMO gap (alpha / beta) comes out at 5.808 / 7.676 eV.

Last column: Löwdin spin population.
Geometry (Å):
H  -2.85  -3.77  1.97  0.00
N  -2.57  -3.34  1.11  0.00
H  0.60  4.47  -2.33  0.00
C  -2.90  3.80  -0.89  0.00
C  0.00  0.19  2.78  0.00
C  -0.37  4.27  -1.89  0.00
H  5.02  0.40  0.55  0.00
H  3.04  -2.89  5.18  0.00
Si  0.63  1.57  -1.48  0.09
N  -0.36  -0.44  1.61  0.03
C  -3.93  0.75  -1.00  0.01
C  1.18  -3.70  -3.21  0.00
H  5.92  2.69  0.58  0.00
H  4.47  4.59  -0.07  0.00
H  2.19  4.18  -0.86  0.00
H  5.80  -4.15  -1.14  0.00
C  3.41  -1.18  3.94  0.00
H  0.62  1.07  2.78  0.00
C  -2.50  2.84  3.58  0.00
H  0.49  -4.55  -3.24  0.00
C  4.90  2.52  0.28  0.00
H  -3.90  3.60  -0.52  0.00
H  4.71  -1.42  -4.26  0.00
Ni  0.02  -0.46  -0.59  1.49
C  -1.32  5.28  -1.91  0.00
C  -4.91  -0.27  -2.96  0.00
H  1.14  -3.15  -4.15  0.00
C  -6.18  0.02  -2.49  0.00
C  3.06  1.00  -0.10  0.00
H  -4.36  0.09  4.23  0.00
C  -2.91  -3.78  -0.16  0.00
H  -1.69  3.37  1.67  0.00
H  -3.96  -0.27  1.83  0.00
C  4.32  -2.68  -0.64  0.01
C  -3.55  0.62  2.32  0.01
C  4.61  -1.78  -3.24  0.00
H  4.21  -3.05  0.38  0.00
C  3.56  -1.60  -1.07  0.01
C  2.68  -1.33  1.64  0.01
C  4.39  1.24  0.27  0.00
H  3.88  -0.60  4.73  0.00
H  2.18  -4.09  -3.05  0.00
C  -2.60  5.04  -1.41  0.00
C  -1.94  2.78  -0.86  0.00
P  -2.35  1.14  -0.16  0.06
H  -1.08  6.25  -2.33  0.00
H  1.78  0.88  -3.59  0.00
H  -4.79  -0.79  -3.91  0.00
H  -2.08  3.71  4.07  0.00
C  5.22  -3.30  -1.50  0.00
C  2.25  2.05  -0.56  0.01
C  2.32  -3.17  3.17  0.00
N  -1.52  -2.03  -0.31  0.02
H  -2.80  -0.17  -2.58  0.00
H  1.70  -3.17  1.10  0.00
H  -1.81  -2.17  3.83  0.00
C  3.28  -0.62  2.67  0.01
H  1.95  -4.17  3.36  0.00
C  -3.80  0.08  -2.21  0.00
C  -2.82  1.54  1.56  0.01
H  -0.50  -0.27  4.90  0.00
H  -7.32  0.93  -0.91  0.00
C  -0.55  -0.45  3.84  0.00
C  -2.25  -2.95  -1.02  0.00
H  3.64  0.39  2.50  0.00
C  -2.28  2.65  2.22  0.01
C  2.93  -2.45  4.19  0.00
C  5.36  -2.86  -2.80  0.01
C  2.79  3.35  -0.53  0.00
H  -3.35  5.82  -1.44  0.00
C  2.19  -2.62  1.90  0.00
C  -1.73  -2.29  0.95  0.00
O  0.86  -3.29  -0.89  0.00
H  0.28  1.73  -3.94  0.00
C  -3.77  0.81  3.67  0.00
C  -5.21  1.05  -0.54  0.00
H  6.06  -3.34  -3.47  0.00
H  -5.35  1.58  0.39  0.00
C  3.71  -1.16  -2.39  0.00
C  4.08  3.58  -0.09  0.00
H  -2.23  -2.98  -2.10  0.00
H  1.72  2.65  -3.45  0.00
H  -7.06  -0.26  -3.07  0.00
C  1.16  1.72  -3.29  0.02
C  -6.33  0.68  -1.28  0.00
H  -3.42  2.08  5.37  0.00
O  0.47  -1.61  -2.32  0.06
C  -3.25  1.93  4.31  0.01
N  -1.26  -1.51  3.31  0.00
H  -3.56  -4.61  -0.32  0.00
C  -0.64  3.00  -1.35  0.02
P  2.34  -0.69  -0.05  0.06
C  0.80  -2.81  -2.04  0.01
H  3.12  -0.32  -2.74  0.00
C  -1.12  -1.45  1.96  0.00


C45H41BaCl2GeN4O2P2 | ωB97M-V/def2-TZVPD

As for the expectation value of S²: 0.769. As for the spin multiplicity: 2. For the energy above the lowest of the compared OMol25 structures with the same formula, charge and spin, the calculation gives 0.3029 eV. The HOMO-LUMO gap (alpha / beta) comes out at 6.333 / 4.142 eV.

Last column: Löwdin spin population.
Geometry (Å):
C  -0.54  3.56  1.40  0.13
H  -2.83  1.18  3.68  0.00
H  -3.06  -3.33  6.70  0.00
H  5.63  -0.34  0.45  0.00
C  -2.73  -2.28  4.87  0.00
P  0.85  -1.23  3.09  0.00
H  -3.24  -2.97  1.53  0.00
H  1.89  -3.44  3.32  0.00
H  -1.20  -4.23  0.37  0.00
C  -1.80  -1.74  3.97  0.00
C  4.36  -4.56  -0.71  0.00
H  0.33  -0.95  -3.60  0.00
C  -2.77  4.49  0.88  0.01
H  0.68  4.91  2.56  0.00
P  -2.45  -0.88  2.47  0.00
C  5.91  -3.13  -1.91  0.00
H  4.95  -6.27  0.47  0.00
H  -2.10  -3.61  -1.00  0.00
H  6.92  -2.88  -2.20  0.00
H  -1.09  -5.05  -1.19  0.00
C  0.32  -3.32  -6.00  0.00
H  3.05  -0.42  3.54  0.00
O  1.52  2.96  3.26  0.06
H  -3.75  4.40  0.44  0.00
N  -2.16  2.26  0.13  0.15
H  -4.50  -2.27  2.57  0.00
C  1.75  -5.22  0.01  0.00
H  4.03  2.89  2.80  0.00
H  3.31  -0.83  -0.27  0.00
C  -3.71  -2.04  1.85  0.00
C  -1.18  5.80  2.13  0.08
H  2.72  -2.11  -2.42  0.00
C  5.67  -4.20  -1.09  0.00
H  0.34  -5.44  -5.63  0.00
C  4.11  -5.68  0.13  0.00
C  0.33  -4.45  -5.19  0.00
H  -0.64  -3.54  7.21  0.00
H  0.80  -3.35  1.93  0.00
C  5.02  1.33  1.67  0.00
C  -3.93  -1.25  -2.98  0.00
Ba  -0.29  0.33  0.22  0.01
H  0.31  -1.18  -6.03  0.00
C  -5.03  -0.51  -2.60  0.00
C  4.82  0.27  0.80  0.00
H  6.01  1.57  2.02  0.00
C  -0.97  -3.04  6.31  0.00
N  0.39  2.61  1.26  0.16
C  1.47  2.52  2.12  0.03
H  6.50  -4.81  -0.73  0.00
C  -2.45  5.65  1.52  0.08
H  -4.18  -1.60  0.97  0.00
C  3.26  -3.78  -1.17  0.00
H  -4.00  -2.05  -3.70  0.00
H  -4.15  0.05  3.98  0.00
H  2.63  -6.87  1.08  0.00
C  -3.44  1.90  -0.19  0.03
C  2.20  -0.64  4.18  0.00
H  0.32  -3.43  -7.08  0.00
C  0.33  -1.95  -4.03  0.00
C  -3.47  0.43  3.22  0.00
C  0.34  -3.06  -3.19  0.00
H  1.01  -2.62  5.65  0.00
O  -4.46  2.37  0.30  0.06
H  -3.78  -2.19  4.66  0.00
C  0.34  -4.32  -3.81  0.00
H  2.38  -2.62  1.82  0.00
N  -2.54  0.06  -1.55  0.00
C  -0.43  -1.85  4.26  0.00
H  0.37  -5.21  -3.20  0.00
C  1.55  -2.81  2.50  0.00
N  2.48  0.73  0.78  0.00
Ge  0.39  -2.86  -1.19  0.00
C  -0.28  4.78  2.08  0.02
C  2.67  1.75  1.61  0.00
H  1.91  0.27  4.70  0.00
C  1.92  -4.10  -0.78  0.00
C  3.93  2.08  2.10  0.00
C  3.54  -2.69  -2.03  0.00
C  -4.88  0.51  -1.67  0.00
H  -1.81  -1.49  -2.69  0.00
C  -1.15  -4.07  -0.71  0.00
C  -3.60  0.77  -1.18  0.00
Cl  -0.77  7.27  2.94  0.02
H  -4.06  0.92  2.43  0.00
H  5.00  -1.53  -3.05  0.00
C  -2.69  -0.93  -2.43  0.00
H  2.52  -1.39  4.91  0.00
C  -2.33  -2.92  6.03  0.00
C  4.82  -2.37  -2.38  0.00
C  0.32  -2.07  -5.42  0.00
Cl  -3.59  6.94  1.57  0.02
C  -1.87  3.40  0.78  0.13
H  0.75  -5.52  0.31  0.00
C  2.83  -6.00  0.46  0.00
H  -6.01  -0.73  -3.00  0.00
C  3.52  0.00  0.38  0.00
H  -5.70  1.11  -1.33  0.00
C  -0.05  -2.51  5.43  0.00


C45H42F12NOPS | ωB97M-V/def2-TZVPD

The SMILES is O=C1C[C@H](CCCC(F)(F)C(F)(F)F)[C@](F)([PH2]=S)N1.Fc1ccccc1.Fc1ccccc1.Fc1ccccc1.Fc1ccccc1.Fc1ccccc1.Fc1ccccc1. The HOMO-LUMO gap comes out at 9.557 eV.

Last column: Löwdin charge in e.
Geometry (Å):
H  -2.19  4.65  5.73  0.09
H  5.27  0.61  -5.19  0.13
S  2.46  -1.55  0.03  0.21
C  1.08  5.46  5.35  -0.02
H  1.76  0.72  3.80  0.12
F  9.82  3.10  -1.77  0.18
H  -7.28  2.24  7.68  0.12
C  -5.24  -6.10  -7.19  -0.09
O  2.55  1.17  -5.76  0.12
H  -4.71  -1.43  5.25  0.11
C  -4.65  -0.37  5.08  -0.08
C  -2.94  0.09  -7.29  -0.02
H  4.14  -2.63  -1.99  -0.03
F  10.94  1.53  -2.77  0.17
C  -4.26  0.47  6.12  -0.02
H  -1.20  2.42  6.02  0.10
F  1.60  -1.74  3.06  0.01
C  -8.67  -0.28  9.49  -0.10
H  5.30  -2.26  5.54  0.10
H  3.54  1.63  5.30  0.09
C  5.94  -0.81  -3.22  -0.15
H  -3.46  -6.58  -6.05  0.12
C  4.53  -0.26  5.51  -0.09
C  -7.77  1.30  7.91  -0.02
C  -9.01  -1.13  8.44  -0.09
C  2.57  -1.25  3.87  -0.30
C  9.74  1.86  -2.26  -0.54
H  -8.88  -0.57  10.51  0.10
H  3.52  -3.16  4.05  0.12
C  -2.16  0.56  -6.24  -0.08
H  -5.86  -6.83  -6.69  0.10
F  9.16  2.32  -4.47  0.13
C  0.81  3.09  5.75  -0.01
H  7.77  -1.09  -2.10  0.12
H  -0.51  -1.40  -9.13  0.12
C  -4.88  1.53  3.62  -0.08
H  5.30  0.13  6.16  0.10
C  -0.19  -0.37  -7.25  -0.08
C  -4.50  2.38  4.65  -0.02
C  -0.79  0.33  -6.22  -0.10
C  8.20  0.34  -3.67  -0.06
H  0.88  -0.53  -7.24  0.10
H  4.95  0.86  -2.29  0.15
C  -3.64  -4.21  -8.46  -0.01
C  3.53  0.58  5.03  -0.08
H  1.74  6.30  5.16  0.12
C  4.53  -1.60  5.16  -0.09
H  -0.19  0.72  -5.40  0.09
H  -0.73  6.61  5.29  0.10
C  -0.30  5.62  5.42  -0.08
C  3.33  -0.37  -2.90  -0.59
H  -4.02  0.08  7.10  0.12
C  -4.20  1.82  5.88  -0.30
C  2.54  0.09  4.20  -0.01
C  3.21  0.63  -4.93  -0.46
H  4.73  2.07  -4.37  0.14
H  7.72  0.42  -4.65  0.12
C  -8.74  -0.77  7.13  -0.02
H  -9.00  -1.41  6.30  0.12
H  9.10  -0.27  -3.81  0.14
C  -4.98  -4.35  -8.82  -0.08
F  -3.06  -1.08  -9.32  0.04
F  -7.85  0.79  5.62  0.06
C  -0.95  -0.84  -8.31  -0.02
F  -1.84  -4.89  -7.12  0.05
C  -3.14  -5.02  -7.47  -0.28
C  -8.12  0.44  6.90  -0.29
F  -3.83  2.64  6.89  0.04
H  7.02  0.47  -1.86  0.11
C  -8.05  0.93  9.22  -0.08
C  1.60  4.20  5.51  -0.28
N  2.80  -0.51  -4.21  0.13
F  7.61  2.51  -2.96  0.12
H  1.26  2.11  5.88  0.10
C  -1.12  4.53  5.66  -0.09
H  6.10  -1.05  -4.28  0.12
H  -7.78  1.59  10.03  0.10
H  -3.00  -3.48  -8.94  0.10
H  -6.81  -5.40  -8.46  0.10
C  -2.31  -0.60  -8.30  -0.29
F  2.94  4.04  5.45  0.04
H  -2.63  1.11  -5.43  0.11
C  -3.90  -5.97  -6.82  -0.02
C  4.77  0.19  -3.13  -0.22
C  4.58  1.00  -4.43  -0.03
H  -5.39  -3.72  -9.59  0.11
C  3.54  -2.12  4.34  -0.02
C  -4.95  0.16  3.83  -0.09
H  1.81  -0.70  -4.29  0.14
H  -5.12  1.94  2.65  0.11
H  2.09  -2.54  -2.62  -0.02
H  -9.49  -2.08  8.65  0.10
H  -4.44  3.45  4.51  0.11
F  9.47  1.02  -1.25  0.16
C  -0.56  3.27  5.83  -0.07
C  8.65  1.75  -3.36  -0.47
C  -5.77  -5.29  -8.18  -0.10
H  5.70  -1.75  -2.75  0.07
F  2.63  0.66  -2.25  -0.04
C  7.25  -0.28  -2.62  -0.16
P  2.99  -1.86  -1.79  0.40
H  -4.01  0.25  -7.33  0.12
H  -5.25  -0.50  3.02  0.10


C45H43F4N7O3PtSSb | ωB97M-V/def2-TZVPD

As for the expectation value of S²: 6.042. As for the spin multiplicity: 5. The net charge is +3. The HOMO-LUMO gap (alpha / beta) comes out at 6.178 / 4.064 eV.

Last column: Löwdin spin population.
Geometry (Å):
N  5.50  -0.83  1.54  0.00
C  -3.86  1.13  -2.61  0.01
C  -0.20  -2.83  -1.26  0.01
C  -0.64  3.99  3.41  0.03
C  3.77  1.54  4.48  0.00
C  2.73  -1.00  -1.07  0.01
H  -2.01  5.36  -5.32  0.00
H  8.11  -2.82  0.59  0.00
N  -0.97  2.58  3.50  0.19
H  7.62  1.13  8.91  0.00
H  4.87  3.25  6.61  0.00
C  -1.41  -4.66  -0.33  -0.01
H  -0.33  4.30  4.41  0.00
H  -2.27  -0.77  -4.94  0.00
N  -1.29  -0.35  1.68  0.19
H  -1.96  2.92  -4.89  0.00
H  -3.25  -2.45  2.93  0.01
C  5.12  1.16  4.67  0.00
H  6.73  3.28  8.04  0.00
C  -1.32  -2.51  0.74  0.01
C  3.02  1.06  3.45  0.00
F  3.16  2.41  5.31  0.00
H  -0.26  -4.78  -2.15  0.00
H  -1.65  -2.92  3.49  0.01
C  7.21  -2.66  1.16  0.00
C  0.38  -1.09  -4.67  0.01
C  -1.49  3.60  -4.20  0.01
H  8.31  -2.15  3.02  0.00
C  5.67  0.33  3.69  0.00
Pt  -0.12  0.25  -0.16  1.69
F  2.50  -1.09  -7.56  0.00
H  8.83  2.03  7.15  0.00
C  -2.24  -2.10  3.09  0.02
H  -2.26  -1.29  3.82  0.00
H  -3.65  1.75  -1.74  0.00
H  7.68  1.52  4.76  0.00
H  -2.67  4.70  3.60  0.00
C  1.11  -1.56  -5.73  0.00
C  -0.83  3.12  -3.07  0.03
C  7.25  1.90  5.68  0.00
H  7.57  -0.47  1.32  0.00
H  0.19  4.11  2.72  0.01
S  -0.74  2.40  0.86  0.25
Sb  -0.79  0.99  -2.73  0.18
C  -1.62  -1.60  1.83  0.16
C  1.71  0.72  -6.30  0.00
H  0.18  6.06  -1.72  0.00
H  0.48  -2.41  -1.99  0.00
C  -1.05  1.76  2.46  0.06
C  -2.82  0.53  -3.31  0.05
H  6.69  0.00  3.79  0.00
H  -1.29  2.22  4.38  0.00
C  -1.77  -3.83  0.72  0.05
C  -5.16  0.97  -3.03  0.00
N  7.09  1.21  8.04  0.00
H  0.29  3.62  -1.31  0.00
C  8.02  1.35  6.88  0.00
C  0.31  0.27  -4.42  0.04
F  -6.65  0.01  -4.56  0.00
C  6.88  -1.26  1.58  0.00
C  -0.22  4.00  -2.18  0.00
C  -0.27  5.36  -2.40  0.00
C  2.74  -0.20  1.38  0.01
H  0.92  2.24  -5.02  0.00
H  -4.61  -1.08  -5.69  0.00
H  -1.53  5.87  2.92  0.00
H  1.99  1.36  3.35  0.00
C  7.32  -2.28  2.60  0.00
C  6.15  2.35  8.08  0.00
O  3.13  -1.96  -1.68  0.05
H  8.46  0.37  6.67  0.00
N  5.85  1.54  5.79  0.00
C  -1.82  4.83  2.94  0.02
C  3.59  0.24  2.47  0.01
C  0.98  1.18  -5.23  0.01
H  4.31  1.66  7.18  0.00
N  -0.56  -2.04  -0.27  0.13
C  3.47  -0.74  0.27  0.00
H  2.24  1.40  -6.95  0.00
O  1.51  -0.10  1.50  0.12
H  6.39  -3.32  0.88  0.00
H  5.59  2.34  9.01  0.00
H  5.31  -1.54  -0.39  0.00
C  -0.60  -4.16  -1.33  0.06
C  -1.52  4.96  -4.45  0.00
N  -1.36  0.50  2.67  0.38
C  1.78  -0.65  -6.54  0.01
C  -0.92  5.83  -3.54  0.00
H  -0.15  -1.79  -4.03  0.00
C  4.95  -0.09  2.57  0.00
O  1.82  -0.18  -1.36  0.15
H  6.54  0.35  7.92  0.00
C  -5.40  0.17  -4.14  0.01
C  4.79  -1.06  0.42  0.00
H  1.19  -2.62  -5.95  0.00
H  6.60  -2.67  3.29  0.00
F  -0.97  7.13  -3.76  0.00
C  5.20  2.24  6.89  0.00
H  -5.99  1.44  -2.52  0.00
C  -3.08  -0.29  -4.40  0.01
H  7.34  3.00  5.64  0.00
H  -2.12  4.54  1.93  0.00
H  -2.39  -4.19  1.52  0.00
C  -4.38  -0.47  -4.83  0.00
H  -1.76  -5.68  -0.35  0.00


For the records above, the corresponding E values read -4588.91627 -5814.50991 -3807.91363 -3505.80135 Ha.